one.
The following is a DFT calculation (ωB97M-V/def2-TZVPD) of a 2-piece molecular cluster, C4H11N3O2 overall.

Last column: Mulliken spin population.
Positions of all 20 atoms, in Å:
1 C 2.161 -0.130 1.426  -0.0027
2 C 0.851 1.827 0.481  -0.1327
3 N -0.225 1.760 -0.344  0.6673
4 N 0.933 0.626 1.102  0.4769
5 N 1.720 2.857 0.862  -0.0158
6 H -1.228 0.174 -1.282  0.0000
7 H -0.424 2.721 -0.783  -0.0245
8 H 0.286 -0.129 0.817  -0.0157
9 H 1.256 3.796 0.562  0.0017
10 H 2.724 2.666 0.573  -0.0071
11 H 2.501 -0.747 0.534  0.0350
12 H 1.931 -0.801 2.299  0.0143
13 H 2.968 0.656 1.669  0.0017
14 C -2.310 -2.796 -0.947  0.0000
15 C -1.254 -1.750 -0.922  0.0002
16 O -1.836 -0.588 -1.221  0.0002
17 O -0.157 -1.742 -0.371  0.0010
18 H -3.330 -2.797 -0.446  0.0000
19 H -1.793 -3.794 -0.770  0.0001
20 H -2.633 -2.717 -1.997  0.0000

Computed properties:
**2S+1**: 2
**Charge**: +1
**LUMO energy (alpha / beta)**: -3.65 / -7.83 eV
**Frontier orbital gap (alpha / beta)**: 10.38 / 6.19 eV



two.
The following is a DFT calculation (ωB97M-V/def2-TZVPD) of a 2-piece molecular cluster, C4H11N3O2 overall.

Last column: Mulliken spin population.
Positions of all 20 atoms, in Å:
1 C -1.219 -0.760 -0.788  -0.0125
2 C -0.315 0.907 -2.387  -0.0291
3 N -0.966 1.779 -1.549  0.0502
4 N -0.395 -0.416 -1.966  0.2030
5 N 0.531 1.443 -3.241  0.7766
6 H -1.793 1.653 -1.167  0.0035
7 H -1.023 2.769 -1.884  -0.0012
8 H 0.281 -1.175 -2.223  -0.0052
9 H 1.438 1.030 -3.457  -0.0240
10 H 1.407 -1.275 0.252  0.0003
11 H -0.983 -1.836 -0.418  -0.0002
12 H -2.292 -0.498 -1.039  0.0156
13 H -0.885 -0.188 0.140  0.0226
14 C 0.721 -0.024 3.276  -0.0002
15 C 1.313 -1.241 2.460  0.0000
16 O 1.382 -2.321 2.811  0.0001
17 O 1.120 -0.757 1.066  0.0005
18 H -0.310 -0.054 3.002  0.0000
19 H 0.884 0.879 2.784  0.0000
20 H 1.102 0.084 4.329  0.0000

Computed properties:
**2S+1**: 2
**Charge**: +1
**LUMO energy (alpha / beta)**: -3.79 / -7.94 eV
**Frontier orbital gap (alpha / beta)**: 10.02 / 5.86 eV



three.
The following is a DFT calculation (ωB97M-V/def2-TZVPD) of a 2-piece molecular cluster, C4H11N3O2 overall.

Last column: Mulliken spin population.
Positions of all 20 atoms, in Å:
1 C -1.777 0.055 -3.391  0.0012
2 C -1.136 0.152 -2.078  -0.0002
3 O -0.772 -0.955 -1.511  0.0121
4 O -0.747 1.286 -1.588  0.0008
5 H -1.255 0.456 -4.306  0.0001
6 H -2.734 0.510 -3.304  0.0003
7 H -1.992 -1.070 -3.621  -0.0001
8 C 0.301 -1.723 1.790  0.0181
9 C 1.050 0.555 1.517  -0.0135
10 N 0.654 -0.636 1.041  0.6553
11 N 1.438 0.813 2.820  0.1251
12 N 1.342 1.585 0.602  0.1180
13 H -0.208 -0.559 -0.661  -0.0094
14 H -0.385 -1.494 2.571  0.0107
15 H 1.132 -2.303 2.073  0.0621
16 H 2.094 1.583 2.960  -0.0037
17 H 1.469 0.198 3.618  -0.0022
18 H 1.018 2.475 0.854  -0.0004
19 H 0.836 1.355 -0.276  -0.0060
20 H -0.328 -2.284 0.892  0.0317

Computed properties:
**2S+1**: 2
**Charge**: +1
**LUMO energy (alpha / beta)**: -3.67 / -8.03 eV
**Frontier orbital gap (alpha / beta)**: 10.06 / 5.68 eV



four.
The following is a DFT calculation (ωB97M-V/def2-TZVPD) of a 2-piece molecular cluster, C4H11N3O2 overall.

Last column: Mulliken spin population.
Positions of all 20 atoms, in Å:
1 C -2.168 0.667 -1.849  0.0009
2 C -0.894 1.434 -2.055  -0.0010
3 O -1.000 2.745 -1.564  -0.0001
4 O 0.103 1.106 -2.597  0.0005
5 H -2.073 -0.303 -1.366  -0.0006
6 H -2.745 0.489 -2.756  0.0001
7 H -2.790 1.225 -1.161  0.0001
8 C 0.847 -1.777 -0.182  -0.0135
9 C 1.188 -0.267 1.752  -0.0427
10 N 1.620 0.748 1.088  0.7754
11 N 0.541 -1.279 1.125  0.2775
12 N 1.260 -0.317 3.079  0.0063
13 H 1.821 0.919 0.109  -0.0163
14 H -0.928 2.748 -0.603  0.0001
15 H -0.343 -1.553 1.528  -0.0147
16 H 1.769 0.392 3.597  0.0022
17 H 0.881 -1.144 3.510  0.0000
18 H 1.717 -1.339 -0.635  0.0053
19 H 0.061 -1.712 -0.932  0.0036
20 H 1.134 -2.783 -0.086  0.0171

Computed properties:
**2S+1**: 2
**Charge**: +1
**LUMO energy (alpha / beta)**: -3.46 / -7.74 eV
**Frontier orbital gap (alpha / beta)**: 10.31 / 6.02 eV



The most stable of them is four.



one.
The following is a DFT calculation (ωB97M-V/def2-TZVPD) of a 2-piece molecular cluster, C3H3NOS overall.

Last column: Löwdin charge in e.
Positions of all 9 atoms, in Å:
1 C -0.622 -0.336 0.940  -0.2993
2 C 2.402 -0.655 -1.360  -0.5130
3 C 0.313 -1.258 0.840  -0.1576
4 N -0.422 0.933 1.242  0.0494
5 O 1.162 -2.086 0.881  -0.0482
6 S 2.974 -1.848 -0.578  0.7753
7 H -1.661 -0.715 0.566  0.1517
8 H 2.787 -0.385 -2.370  -0.0279
9 H -1.202 1.644 1.339  0.0696

Computed properties:
**LUMO energy (alpha / beta)**: -0.55 / -0.52 eV
**Frontier orbital gap (alpha / beta)**: 7.47 / 7.07 eV



two.
The following is a DFT calculation (ωB97M-V/def2-TZVPD) of a 2-piece molecular cluster, C3H3NOS overall.

Last column: Löwdin charge in e.
Positions of all 9 atoms, in Å:
1 C -0.839 0.212 -1.297  -0.0126
2 C 0.302 0.792 -1.531  -0.2879
3 C 0.776 -0.761 1.939  -0.9128
4 N 0.219 0.150 1.417  0.1314
5 O 1.389 1.121 -1.751  0.1789
6 S 1.283 -2.085 2.486  0.7444
7 H -1.006 -0.307 -0.378  0.0298
8 H -1.596 0.160 -2.082  0.0709
9 H -0.529 0.718 1.197  0.0578

Computed properties:
**SMILES**: C=C=O.N=C=S
**LUMO energy**: 0.61 eV
**Frontier orbital gap**: 10.17 eV



The most stable of them is two.